# 1
Molecular formula: C14H13NO2PtTe5
Method: DFT, ωB97M-V/def2-TZVPD

Element x y z (Å)
Pt1 0.68897 -0.95311 1.20387
Te1 1.67951 -3.20003 0.38858
Te2 2.98848 -2.34530 -1.64374
Te3 6.52195 -1.36469 1.92726
Te4 4.38916 0.02326 1.26813
Te5 2.62469 -1.30470 2.82707
C1 -2.88599 -1.79793 3.14303
O1 -2.46407 -0.79464 2.23241
C2 -2.00044 -1.20113 1.02060
C3 -2.17176 -2.47000 0.48977
C4 -1.77301 -2.74681 -0.81640
C5 -1.17005 -1.76385 -1.57484
C6 -0.95399 -0.49251 -1.05052
C7 -1.38799 -0.16707 0.24758
N1 -1.37017 1.10639 0.80278
C8 -0.89773 2.25989 0.20895
C9 0.24875 2.35620 -0.63116
C10 0.23410 3.34225 -1.63980
C11 1.25484 3.47340 -2.55716
C12 2.34011 2.60449 -2.49868
C13 2.41068 1.66003 -1.48737
C14 1.41743 1.54493 -0.51151
O2 1.66859 0.79012 0.56465
H1 -3.11921 -1.28541 4.07136
H2 -2.08676 -2.52308 3.31401
H3 -3.77821 -2.31231 2.78078
H4 -2.63843 -3.24268 1.08341
H5 -1.92471 -3.73787 -1.22070
H6 -0.83938 -1.97672 -2.58195
H7 -0.49375 0.27088 -1.65878
H8 -1.96504 1.21208 1.60929
H9 -1.51657 3.13634 0.35164
H10 -0.63324 3.98964 -1.70184
H11 1.20018 4.23441 -3.32412
H12 3.13819 2.67471 -3.22623
H13 3.26488 1.00081 -1.41038

Cartesian forces (eV/Å) of the 3 atoms listed first:
Pt 0.32 0.13 -0.40
Te -0.23 -0.08 0.01
Te 0.05 0.01 -0.05

**Kohn-Sham gap (alpha / beta)**: 0.18211 / 0.20446 Ha
**Energy above the lowest of the compared OMol25 structures with the same formula, charge and spin**: 54.5 kJ/mol
**Spin multiplicity**: 5
**LUMO energy (alpha / beta)**: -1.3 / -2.0 eV

Atom charges from the Löwdin analysis, given in e for atoms 1 to 5:
1 Pt 0.350
2 Te 0.183
3 Te 0.129
4 Te 0.074
5 Te 0.096

# 2
Molecular formula: C14H14BF9N6OPd
Method: DFT, ωB97M-V/def2-TZVPD

Element x y z (Å)
C1 -1.93193 2.03765 -1.07462
N1 -1.03023 1.04434 -1.06766
N2 -1.68716 -0.16466 -1.01217
C2 -3.03092 0.08668 -1.04015
C3 -3.21446 1.45940 -1.05261
B1 -1.06673 -1.56328 -1.27512
N3 0.36992 -1.40747 -1.91830
N4 1.10916 -0.22365 -1.93996
C4 2.01829 -0.28939 -2.93070
C5 1.84866 -1.51319 -3.59484
C6 0.84057 -2.19862 -2.93046
Pd1 1.00748 1.40941 -0.62410
N5 -1.40113 -2.68746 -0.15339
N6 -0.92968 -2.84082 1.16248
C7 -1.57241 -3.88281 1.70741
C8 -2.45752 -4.44876 0.75310
C9 -2.31682 -3.66594 -0.38809
H1 -1.42923 -4.22097 2.73201
H2 -2.78925 -3.74659 -1.35335
H3 -3.09751 -5.29684 0.87312
H4 -1.72344 -1.95633 -2.24132
H5 0.42989 -3.17958 -3.10940
H6 -3.74833 -0.72285 -1.03835
H7 2.38434 -1.83193 -4.46603
H8 -4.14659 1.98675 -1.02955
H9 2.74017 0.49956 -3.11788
H10 -1.62423 3.07304 -1.05581
H11 2.18965 0.51500 0.42950
C10 2.77284 1.42527 0.09387
H12 3.60724 1.06614 -0.50630
H13 2.26293 2.27921 -0.55752
H14 3.05245 1.89853 1.03363
F1 -0.15082 0.01183 4.16763
C11 0.60011 1.04970 3.72613
F2 0.84986 1.86785 4.79262
F3 1.78471 0.55255 3.28998
C12 -0.13038 1.78915 2.49738
O1 -0.03712 1.09176 1.38572
C13 -1.67079 1.94722 2.91934
F4 -1.82434 2.29800 4.22785
F5 -2.28052 2.89960 2.15607
F6 -2.33332 0.79063 2.72544
C14 0.43771 3.26122 2.48723
F7 -0.00850 3.99116 3.54356
F8 1.80122 3.25900 2.53743
F9 0.07673 3.92189 1.35716

Cartesian forces (eV/Å) of the 3 atoms listed first:
C 2.96 -1.25 0.01
N -0.44 3.07 0.30
N -3.20 0.43 -0.15

**Charge**: +4
**Kohn-Sham gap (alpha / beta)**: 0.25423 / 0.18697 Ha
**Energy above the lowest of the compared OMol25 structures with the same formula, charge and spin**: 180.6 kJ/mol
**Spin multiplicity**: 5
**LUMO energy (alpha / beta)**: -16.5 / -18.1 eV

Atom charges from the Löwdin analysis, given in e for atoms 1 to 5:
1 C 0.050
2 N -0.015
3 N 0.074
4 C 0.115
5 C 0.190

# 3
Molecular formula: C14H14BiI2N4O4STe
Method: DFT, ωB97M-V/def2-TZVPD

Element x y z (Å)
Bi1 0.05083 -0.98076 0.89114
I1 5.41074 3.55620 4.05146
C1 3.70659 2.38764 3.76445
C2 3.52221 1.23495 4.51325
C3 2.38937 0.46791 4.31988
I2 2.12900 -1.27734 5.42699
C4 1.39153 0.79767 3.37269
O1 0.35939 0.06340 3.14533
C5 1.60760 2.00600 2.65017
C6 0.55220 2.43669 1.67577
N1 0.53330 1.61158 0.45768
C7 -0.31370 2.15980 -0.59024
C8 -1.78394 2.06735 -0.26168
C9 -2.69575 2.94322 -0.84594
C10 -4.04203 2.79452 -0.57025
C11 -4.44369 1.78456 0.29217
C12 -3.46650 0.96612 0.83210
N2 -2.17175 1.09755 0.56099
C13 2.74668 2.76725 2.83633
H1 4.26115 0.93154 5.24234
H2 0.71434 3.49385 1.41988
H3 -0.43458 2.34226 2.13462
H4 1.47502 1.49783 0.09291
H5 -0.13287 1.57568 -1.49631
H6 -0.07071 3.21160 -0.79968
H7 -2.34226 3.72178 -1.50964
H8 -4.77011 3.45894 -1.01834
H9 -5.48396 1.63390 0.54517
H10 -3.72823 0.16427 1.51453
H11 2.87733 3.67627 2.26000
O2 2.17503 -2.01085 -1.05916
N3 1.54038 -0.77702 -0.86434
Te1 1.59573 -3.47928 0.23305
O3 -0.35807 -1.02507 -3.75121
S1 -0.23289 -1.84983 -2.54075
N4 0.19187 -0.79439 -1.31798
C14 -2.68700 -1.03149 -2.17452
O4 -1.77015 -2.12013 -2.04015
H12 -3.44650 -1.17273 -1.40701
H13 -3.14375 -1.04989 -3.16406
H14 -2.19298 -0.07184 -2.02925

Cartesian forces (eV/Å) of the 3 atoms listed first:
Bi 0.19 0.05 -0.10
I 0.06 0.04 0.00
C -0.13 -0.06 -0.03

**Charge**: -1
**Kohn-Sham gap**: 0.22809 Ha
**Energy above the lowest of the compared OMol25 structures with the same formula, charge and spin**: 141.0 kJ/mol
**LUMO energy**: 2.3 eV

Atom charges from the Löwdin analysis, given in e for atoms 1 to 5:
1 Bi 1.437
2 I 0.790
3 C -0.765
4 C -0.251
5 C -0.651

# 4
Molecular formula: C14H14Cl2N2O
Method: DFT, ωB97M-V/def2-TZVPD

Element x y z (Å)
C1 3.69961 -2.60856 -1.32985
C2 3.11384 -1.71222 -0.55906
C3 2.91841 -0.27368 -0.94877
O1 1.57657 0.05777 -1.26257
C4 0.65699 -0.01394 -0.19196
C5 -0.24451 -1.26579 -0.37965
N1 -1.20200 -1.40226 0.67500
C6 -2.44342 -0.82942 0.73107
C7 -2.95783 -1.16252 1.94998
N2 -2.06400 -1.91640 2.64131
C8 -1.02878 -2.03653 1.86067
C9 -0.21215 1.22191 -0.17867
C10 -0.61376 1.78599 -1.38326
C11 -1.44719 2.88702 -1.42254
C12 -1.89668 3.43395 -0.23021
Cl1 -2.94813 4.79964 -0.25389
C13 -1.50955 2.89825 0.98687
C14 -0.66747 1.79703 1.00486
Cl2 -0.20222 1.15917 2.54250
H1 3.82306 -3.63300 -1.02165
H2 4.08814 -2.35027 -2.30096
H3 2.73548 -1.99221 0.41585
H4 3.47101 -0.05238 -1.86456
H5 3.28384 0.38009 -0.14156
H6 1.18272 -0.09269 0.76767
H7 -0.76288 -1.16865 -1.33723
H8 0.39059 -2.15546 -0.41475
H9 -2.84014 -0.25552 -0.08111
H10 -3.90987 -0.91122 2.37185
H11 -0.13792 -2.58106 2.10416
H12 -0.24433 1.34763 -2.29697
H13 -1.74994 3.31597 -2.36417
H14 -1.85745 3.32936 1.91162

Cartesian forces (eV/Å) of the 3 atoms listed first:
C 0.05 -0.10 0.01
C -0.18 0.31 0.00
C 0.26 0.00 -0.02

**Kohn-Sham gap**: 0.34524 Ha
**LUMO energy**: 0.7 eV

Atom charges from the Löwdin analysis, given in e for atoms 1 to 5:
1 C 0.025
2 C -0.162
3 C -0.201
4 O -0.108
5 C -0.303

# 5
Molecular formula: C14H14Cl4F2
Method: DFT, ωB97M-V/def2-TZVPD

Element x y z (Å)
F1 1.39393 -5.36597 4.22891
C1 1.84264 -4.25955 3.48817
C2 1.22003 -4.01798 2.27809
C3 1.54492 -2.82538 1.62645
C4 2.54445 -2.01459 1.99758
C5 3.19220 -2.34105 3.23243
C6 2.74554 -3.41696 3.99219
H1 0.45486 -4.69001 1.91853
H2 1.24108 -2.62075 0.61047
H3 2.93064 -1.17546 1.43800
H4 3.94983 -1.66014 3.59126
H5 2.97674 -3.44727 5.04672
F2 -0.98447 4.25535 -1.38349
C7 -0.69508 3.07143 -0.84934
C8 0.25705 2.90424 0.12518
C9 0.53672 1.66135 0.66503
C10 -0.09654 0.54414 0.11451
C11 -1.07744 0.67295 -0.81447
C12 -1.40415 1.92119 -1.25468
H6 0.76043 3.80702 0.43821
H7 1.30177 1.50237 1.41057
H8 0.32566 -0.44470 0.21607
H9 -1.49215 -0.18995 -1.31428
H10 -2.12933 1.99861 -2.05125
C13 -3.17032 6.06315 -3.27847
Cl1 -4.57513 5.92241 -4.36555
Cl2 -1.93356 6.97211 -4.07985
H11 -3.44792 6.58224 -2.36109
H12 -2.71305 5.07900 -3.17624
C14 -1.19078 -2.88468 -2.41996
Cl3 -1.95858 -2.88736 -0.80336
Cl4 0.58870 -2.98316 -2.26375
H13 -1.44864 -3.74401 -3.03896
H14 -1.49006 -1.98861 -2.96364

Cartesian forces (eV/Å) of the 3 atoms listed first:
F 0.75 1.32 -0.67
C -2.71 -2.10 -0.73
C -0.07 0.37 0.35

**Charge**: -1
**Kohn-Sham gap (alpha / beta)**: 0.07201 / 0.34088 Ha
**Spin multiplicity**: 2
**LUMO energy (alpha / beta)**: 2.5 / 2.4 eV

Atom charges from the Löwdin analysis, given in e for atoms 1 to 5:
1 F 0.004
2 C -0.266
3 C 0.011
4 C -0.108
5 C -0.090

# 6
Molecular formula: C14H14ClN3O2S
Method: DFT, ωB97M-V/def2-TZVPD

Element x y z (Å)
C1 5.37310 2.61125 -1.12500
C2 5.51923 1.09408 -1.37340
H1 6.55468 0.83245 -1.49406
H2 4.86168 0.74404 -2.27994
O1 4.80474 0.33179 -0.36086
C3 4.51940 -0.89124 -0.19479
O2 4.78220 -1.63504 -1.00826
C4 3.85283 -1.26435 0.88991
C5 2.36108 -1.37258 0.59924
C6 1.89310 -2.37372 -0.13279
S1 0.09069 -1.87990 -0.24836
C7 0.23623 -0.61109 0.70555
N1 1.56815 -0.66668 1.09882
N2 -0.70541 0.13251 1.20977
N3 -1.94841 -0.23360 0.57281
C8 -3.00575 0.47054 1.16721
C9 -4.22267 0.07268 0.58209
C10 -5.37175 0.98400 0.99453
C11 -6.49959 0.90419 0.36306
C12 -6.83669 -0.20845 -0.33513
C13 -5.79814 -1.07225 -0.93744
C14 -4.60513 -0.72665 -0.20169
H3 -3.65770 -1.32386 -0.59317
H4 -5.99077 -1.83219 -1.35788
Cl1 -8.39513 -0.38869 -1.30772
H5 -7.35021 1.44176 0.71450
H6 -5.16322 1.67278 1.59641
H7 -2.78444 1.51107 1.69708
H8 -0.63227 0.78836 1.92179
H9 2.37382 -3.16200 -0.57802
H10 4.28910 -2.14819 1.23806
H11 3.97781 -0.58618 1.68635
H12 4.32472 2.98580 -1.08359
H13 5.74083 2.95639 -2.10455
H14 5.84384 2.84297 -0.32054

Cartesian forces (eV/Å) of the 3 atoms listed first:
C -3.85 -2.81 -5.96
C -3.97 -1.36 -1.68
H 0.33 -0.52 0.17

**Kohn-Sham gap**: 0.24974 Ha
**Energy above the lowest of the compared OMol25 structures with the same formula, charge and spin**: 884.9 kJ/mol
**LUMO energy**: -0.8 eV

Atom charges from the Löwdin analysis, given in e for atoms 1 to 5:
1 C -0.046
2 C -0.153
3 H 0.114
4 H 0.160
5 O 0.031

| no. | E_tot (eV) |
| --- | --- |
| 1 | -60024.305 |
| 2 | -54290.428 |
| 3 | -69062.909 |
| 4 | -44816.953 |
| 5 | -70267.949 |
| 6 | -46656.422 |